{
  "formula": "C18H23BrCrN4O3PS3",
  "method": "wB97M-V/def2-TZVPD",
  "de_lowest_ev": 1.087,
  "spin_multiplicity": 6,
  "total_charge": -2,
  "orbital_gap_ev": [3.1673, 5.8935],
  "elements": ["Cr", "N", "C", "S", "N", "N", "C", "C", "C", "C", "C", "C", "C", "O", "H", "H", "H", "H", "H", "H", "H", "C", "C", "C", "C", "C", "Br", "N", "C", "H", "H", "H", "H", "H", "H", "C", "C", "O", "P", "S", "S", "O", "C", "C", "H", "H", "H", "H", "H", "H", "H", "H", "H", "H"],
  "positions_angstrom": [[0.367, -0.366, 0.166], [-0.402, 3.917, 0.688], [-0.311, 2.554, 0.402], [1.210, 1.795, 0.722], [-1.344, 1.990, -0.126], [-1.266, 0.652, -0.372], [-2.170, 0.230, -1.242], [-2.283, -1.076, -1.766], [-3.272, -1.333, -2.734], [-3.419, -2.569, -3.326], [-2.558, -3.603, -2.981], [-1.562, -3.390, -2.044], [-1.384, -2.146, -1.417], [-0.418, -1.990, -0.568], [0.494, 4.370, 0.592], [-1.141, 4.354, 0.151], [-2.875, 0.983, -1.602], [-3.933, -0.520, -3.020], [-4.193, -2.724, -4.069], [-2.652, -4.574, -3.452], [-0.863, -4.181, -1.802], [-1.774, 1.876, -4.635], [-0.823, 0.834, -4.124], [-0.734, -0.415, -4.757], [0.168, -1.349, -4.223], [0.856, -1.002, -3.094], [2.135, -2.231, -2.394], [0.764, 0.152, -2.422], [-0.071, 1.061, -2.996], [-1.964, 1.738, -5.701], [-1.393, 2.883, -4.468], [-2.721, 1.779, -4.102], [-1.338, -0.652, -5.619], [0.306, -2.322, -4.669], [-0.105, 2.019, -2.493], [2.320, -0.822, 5.952], [1.374, -1.732, 5.172], [1.732, -1.737, 3.815], [0.722, -1.370, 2.555], [2.267, -1.467, 1.214], [-0.600, -0.056, 3.333], [-0.066, -2.819, 2.537], [-1.423, -2.898, 2.156], [-1.662, -4.238, 1.483], [2.087, -0.867, 7.016], [2.205, 0.200, 5.598], [3.351, -1.134, 5.788], [0.339, -1.377, 5.292], [1.447, -2.763, 5.553], [-1.667, -2.078, 1.464], [-2.054, -2.779, 3.051], [-0.974, -4.327, 0.648], [-2.680, -4.290, 1.109], [-1.482, -5.055, 2.180]]
}